No. 1
Density functional theory data (ωB97M-V/def2-TZVPD) for an isolated molecule of C21H24FNO4.

**Molecular weight**: 373.4 g/mol
**Relative energy (zero: lowest compared OMol25 entry of this formula, charge and spin)**: 0.9781 eV
**SMILES string**: CCC(=O)N1CCc2cc(OC)c(OC)cc2[C@@H]1COc1ccc(F)cc1
**2S+1**: 1

The geometry in XYZ format:
```
51
Properties=species:S:1:pos:R:3:forces:R:3:lowdin_charge:R:1
C -4.64899 -1.52737 0.22029 0.2 0.0 -0.1 -0.0924
H -4.43273 -1.95759 1.19441 0.0 0.0 0.1 0.0728
H -4.92235 -0.48680 0.37066 -0.1 0.0 0.1 0.0783
C -3.42357 -1.62142 -0.67943 -0.2 0.1 0.3 -0.1604
C -2.24739 -0.88088 -0.06836 -0.1 -0.2 -0.3 -0.4586
O -2.34243 -0.25156 0.96696 -0.3 0.2 0.2 0.0638
N -1.06247 -0.98793 -0.73494 0.2 0.1 0.1 -0.0099
C -0.95791 -1.58698 -2.05258 -0.2 -0.3 -0.4 -0.1387
H -1.66322 -1.09058 -2.73145 0.1 -0.1 0.0 0.1298
C 0.44754 -1.45464 -2.64522 -0.1 0.1 0.1 -0.1002
C 0.92020 -0.03870 -2.50738 -0.1 0.1 0.2 -0.1802
C 0.72242 0.56260 -1.27708 -0.1 -0.1 -0.3 -0.1340
C 1.12304 1.87626 -1.06695 0.1 0.1 -0.1 0.0596
C 1.72977 2.59334 -2.08326 0.1 0.1 -0.2 -0.1897
C 1.92708 1.98223 -3.34386 0.0 0.2 0.1 -0.1914
C 1.51363 0.67577 -3.54075 0.1 0.2 -0.1 0.0411
H 1.65217 0.19359 -4.49553 0.0 0.0 -0.1 0.1096
O 2.52509 2.76426 -4.28336 -0.1 0.1 0.4 -0.0635
C 2.75107 2.22207 -5.55960 0.0 -0.1 -0.2 -0.0847
H 3.41394 1.35108 -5.51736 0.0 0.0 0.0 0.0964
H 1.81351 1.94106 -6.05137 0.0 0.0 0.0 0.0963
H 3.23337 3.01241 -6.13243 0.0 -0.1 0.0 0.0946
O 2.16717 3.87688 -1.98197 0.0 -0.3 -0.3 -0.0630
C 2.00127 4.54176 -0.75384 0.0 0.1 0.2 -0.0808
H 2.41997 5.53598 -0.90083 0.0 -0.1 0.1 0.0945
H 0.94417 4.63087 -0.48282 0.0 0.0 0.0 0.0978
H 2.54152 4.03719 0.05393 0.0 0.0 0.0 0.0975
H 0.95563 2.32030 -0.09929 0.0 0.1 0.1 0.1177
C 0.08054 -0.26123 -0.19886 0.2 0.1 0.4 -0.1708
H -0.31988 0.38601 0.59036 0.1 -0.1 -0.2 0.1533
C 1.11680 -1.20942 0.47396 -0.1 0.0 -0.2 -0.1154
O 1.33929 -0.88532 1.82382 0.2 0.1 0.2 -0.0383
C 0.39928 -1.19678 2.76504 -0.1 -0.1 0.3 -0.2631
C -0.66669 -2.07027 2.58321 0.3 0.1 -0.2 -0.0183
C -1.53624 -2.33213 3.62711 0.0 0.1 0.4 -0.0006
C -1.33360 -1.72093 4.84718 0.1 -0.1 -0.1 -0.2815
C -0.27526 -0.85446 5.05593 -0.2 -0.1 0.0 -0.0067
C 0.58626 -0.59598 4.01115 0.0 -0.1 -0.3 0.0027
H 1.42145 0.07463 4.13569 0.1 0.1 0.0 0.1191
H -0.14010 -0.39108 6.02022 0.0 0.0 0.1 0.1173
F -2.18449 -1.98105 5.86671 0.0 0.0 0.0 0.0451
H -2.37037 -3.00263 3.49471 -0.1 -0.1 0.0 0.1191
H -0.84040 -2.55341 1.63596 0.0 0.0 -0.1 0.1062
H 0.80729 -2.25494 0.36310 0.0 0.0 0.0 0.1254
H 2.09541 -1.08200 0.00249 -0.1 -0.1 0.0 0.1393
H 1.13441 -2.12304 -2.12029 0.0 -0.1 0.0 0.1187
H 0.41804 -1.75958 -3.69193 0.0 -0.1 0.0 0.1220
H -1.23088 -2.64815 -2.00187 0.0 0.1 -0.1 0.1230
H -3.64421 -1.18792 -1.65817 0.1 -0.1 -0.1 0.1156
H -3.14958 -2.66807 -0.83260 0.0 0.0 -0.1 0.1138
H -5.48874 -2.05595 -0.22434 -0.1 0.0 0.0 0.0715
```
Positions in Å, forces in eV/Å.

No. 2
Density functional theory data (ωB97M-V/def2-TZVPD) for a structure of composition C21H24N2O2S in a non-equilibrium geometry.

**Molecular weight**: 368.5 g/mol
**Relative energy (zero: lowest compared OMol25 entry of this formula, charge and spin)**: 16.6059 eV
**2S+1**: 1

The geometry in XYZ format:
```
50
Properties=species:S:1:pos:R:3:forces:R:3:lowdin_charge:R:1
C -3.43588 5.76736 -1.83531 3.9 -3.4 -0.4 -0.0658
H -2.45726 6.19687 -2.31519 -1.1 -1.0 1.3 0.1105
O -3.77276 4.51127 -2.59201 2.1 0.7 2.6 -0.2039
C -2.73790 3.55020 -2.17951 -0.2 3.9 1.3 -0.2575
C -3.05171 2.36468 -2.86247 -5.3 -6.3 2.3 -0.1653
N -2.27746 1.15686 -2.48057 1.4 0.6 -1.2 -0.0294
C -2.36769 0.32517 -1.30479 4.2 -0.8 -6.9 -0.1239
C -1.16288 -0.62809 -1.70055 -4.6 0.7 5.4 -0.1111
C -0.45962 -0.28033 -2.84534 -3.3 3.3 -0.2 -0.0225
C -1.20709 0.87885 -3.38053 -0.3 -5.8 5.6 -0.2580
C -0.94929 1.35733 -4.65304 3.1 5.9 1.8 -0.0637
H -0.67384 2.48824 -4.48259 -0.1 -1.0 -0.1 0.1334
H -1.55737 1.59531 -5.37784 -4.3 -0.1 -3.7 0.0275
H -0.04556 1.10716 -5.06575 2.1 -1.6 -0.8 0.0664
H 0.44728 -0.67595 -3.25723 0.0 -0.2 -0.1 0.0816
C -0.96934 -1.67598 -0.55468 7.6 3.1 -11.2 -0.5290
O -1.60345 -1.81128 0.34927 -5.7 -1.7 8.2 0.1508
C 0.33478 -2.40003 -0.89470 0.7 -2.7 -3.0 -0.3950
H 0.30426 -2.85069 -2.16045 -0.2 1.3 4.1 0.1685
H 0.40991 -3.27248 -0.17794 0.5 0.9 -1.1 0.0705
S 1.89831 -1.35222 -0.87948 -2.1 -1.8 1.6 0.8793
C 2.23086 -1.79768 0.94438 3.4 5.3 -6.8 -0.5938
N 1.63718 -2.70189 1.46034 -1.6 -2.2 4.7 0.1137
C 1.99791 -2.92636 2.86682 5.6 10.2 -8.0 -0.1839
C 1.56301 -4.01099 3.20867 -6.1 -9.7 10.5 -0.0763
C 1.75748 -4.13539 4.65728 2.9 -0.4 2.2 0.0442
C 2.90123 -3.28763 5.41340 -9.9 -11.5 5.1 -0.0370
C 3.44459 -2.56797 4.57164 12.4 5.8 9.4 -0.2755
C 3.13162 -2.13340 3.49644 -6.2 3.4 -15.0 -0.1326
C 3.73688 -1.04394 2.64424 -2.0 -1.6 -3.4 -0.1764
C 3.35305 -0.95480 1.23967 2.0 1.3 5.8 -0.0559
H 3.92113 -0.09794 0.64496 -1.9 -2.3 0.8 0.1453
C 4.86171 -0.30308 3.16733 1.4 2.2 2.1 -0.1000
H 4.64148 0.33972 4.12722 0.2 -1.6 -1.4 0.1285
H 5.30913 0.48163 2.51647 -0.4 -0.9 -0.1 0.0861
H 5.61410 -1.08098 3.39455 0.1 0.7 0.2 0.0953
H 4.40189 -1.89970 5.03845 -2.0 -1.7 -0.9 0.1861
H 2.91290 -3.71355 6.53656 1.0 1.9 -2.8 0.1562
H 1.27860 -4.98860 5.27431 0.6 1.6 -1.2 0.1076
H 0.59843 -4.56617 3.02242 1.6 0.6 -1.4 0.1530
C -3.54727 0.42029 -0.40542 2.8 -3.5 2.4 -0.0573
H -4.50399 -0.04704 -0.71806 0.4 1.2 -0.2 0.0895
H -3.14527 -0.44923 0.36137 -1.3 2.4 -1.2 0.1233
H -3.40784 1.38790 0.08074 -1.3 -0.1 0.2 0.0696
H -3.21503 2.27477 -3.89481 0.4 1.0 -1.5 0.1058
H -4.25752 2.08257 -2.50249 3.1 0.8 -0.8 0.2007
H -2.70043 3.48410 -1.02977 -0.2 -0.3 -1.6 0.1455
H -1.78912 3.96315 -2.50706 0.5 0.1 0.1 0.1204
H -4.09925 6.37344 -2.28027 -3.1 2.7 0.0 0.0254
H -3.29289 5.54650 -0.67868 -0.8 0.9 -2.5 0.1290
```
Positions in Å, forces in eV/Å.

No. 3
Density functional theory data (ωB97M-V/def2-TZVPD) for a structure of composition C21H24N2O4PtS2 in a non-equilibrium geometry.

**Total charge**: -2
**Molecular weight**: 627.6 g/mol
**Relative energy (zero: lowest compared OMol25 entry of this formula, charge and spin)**: 1.1135 eV
**2S+1**: 1

The geometry in XYZ format:
```
54
Properties=species:S:1:pos:R:3:forces:R:3:lowdin_charge:R:1
Pt -0.11220 0.01234 0.26077 1.1 0.1 2.0 1.0822
S 4.01510 1.86903 0.02686 -0.3 -0.3 -0.1 0.9221
C 4.18383 0.16832 0.28901 -0.2 0.4 0.0 -0.4434
C 2.97607 -0.46154 0.34547 0.7 -0.3 0.1 -0.1969
C 1.85751 0.39307 0.18910 -1.1 1.0 -0.5 -0.3078
C 2.26560 1.70938 -0.03898 0.9 -1.2 0.4 -0.5077
C 1.39445 2.77634 -0.42905 -1.2 0.5 -0.3 -0.3034
C 1.76262 4.11381 -0.66988 0.5 -0.4 0.2 -0.0567
C 0.81432 5.02220 -1.07779 -0.6 -0.1 -0.2 -0.1100
C -0.50337 4.59626 -1.27747 0.4 0.3 0.1 -0.0940
C -0.78540 3.26041 -1.03640 -0.1 0.1 0.1 -0.1411
N 0.10928 2.39414 -0.60241 0.5 1.0 -0.6 0.0524
H 5.17412 -0.24608 0.39979 0.0 -0.1 0.0 0.0420
H 2.90530 -1.53153 0.48613 -0.1 0.0 0.1 0.0890
H 2.79680 4.40728 -0.52350 0.0 0.1 0.0 0.0826
H 1.08275 6.05590 -1.26571 0.0 0.0 0.0 0.0880
H -1.27017 5.29238 -1.59346 0.0 -0.1 -0.1 0.0804
H -1.78206 2.85645 -1.20261 0.0 0.0 0.1 0.1175
O -2.87970 -1.33163 -2.13070 -0.1 0.4 0.1 -0.3874
S -1.81753 -1.12124 -1.15843 -0.5 -1.9 -1.0 0.2041
O -1.22341 -2.38710 -0.70404 -0.4 -0.1 -0.3 -0.4215
O -2.28516 -0.32943 0.04450 0.5 0.2 0.2 -0.4759
O -0.70918 -0.25160 -1.75376 0.1 0.2 0.0 -0.4928
C 1.45259 -2.85292 6.23953 0.0 0.0 -0.1 -0.0803
C 1.27117 -2.68002 4.74925 0.0 -0.1 -0.1 -0.3141
C 1.55802 -3.71765 3.87700 0.1 -0.1 0.1 -0.0747
C 1.30966 -3.53908 2.50952 0.0 0.0 0.1 -0.2953
C 1.62620 -4.64608 1.53513 0.0 0.1 0.0 -0.0634
C 0.78175 -2.35578 2.04664 0.0 -0.1 -0.1 -0.0255
C 0.51709 -1.24044 2.89172 0.0 0.1 0.0 -0.2735
C 0.77859 -1.47266 4.26891 0.0 0.0 0.2 -0.0358
N 0.05538 -0.08397 2.34406 -0.1 -0.1 -0.2 -0.0892
C -0.50849 0.96637 3.21004 0.0 0.0 0.1 -0.6064
C 0.56896 1.66105 4.07373 -0.1 -0.1 0.0 -0.0509
C -1.67593 0.39641 4.04164 0.1 0.0 -0.1 -0.0484
C -1.11718 2.08699 2.36107 0.0 -0.2 -0.1 -0.0874
H 1.91698 -3.81368 6.46965 0.0 0.0 0.0 0.0569
H 0.48444 -2.81272 6.74644 0.0 0.0 0.1 0.0677
H 2.08022 -2.05936 6.65316 0.0 0.0 0.1 0.0657
H 1.95495 -4.66017 4.24519 0.0 0.0 0.0 0.0860
H 1.62909 -5.61899 2.03275 0.0 0.0 0.0 0.0587
H 2.61774 -4.49243 1.09784 0.0 0.0 0.0 0.0680
H 0.89969 -4.65566 0.72204 0.0 0.0 0.0 0.0776
H 0.50644 -2.26632 1.00105 0.0 0.0 0.0 0.0682
H 0.59841 -0.70592 5.00724 0.0 -0.1 -0.1 0.0704
H 0.96410 1.03944 4.87376 0.0 0.1 0.0 0.0476
H 0.15004 2.56719 4.52304 0.0 0.0 0.0 0.0691
H 1.39819 1.94321 3.42197 0.0 0.0 0.0 0.0818
H -1.38583 -0.48799 4.60441 -0.1 0.0 0.0 0.0549
H -2.45817 0.10228 3.33956 -0.1 0.0 0.0 0.0870
H -2.07583 1.14456 4.73373 0.0 0.0 0.0 0.0704
H -0.32705 2.66068 1.88348 0.0 0.1 -0.1 0.0616
H -1.70529 2.75734 2.99750 0.1 0.0 0.1 0.0752
H -1.76657 1.66896 1.59339 0.0 0.0 -0.1 0.0564
```
Positions in Å, forces in eV/Å.

Values of HOMO-LUMO gap, in order: 0.3140, 0.2611, 0.1824, all in hartree.
Values of E_HOMO, in order: -0.294, -0.257, -0.023, all in Ha.